ORCA calculation (ωB97M-V/def2-TZVPD) on a molecular structure, C5H6Li2O4Zn in a non-equilibrium geometry.

Last column: Löwdin charge in e.
Atoms and positions in Å:
O  -1.07047  0.43293  1.77351  -0.12
C  -0.12313  -0.36048  1.55354  -0.63
O  -0.55634  -1.56534  1.36488  -0.20
Zn  -1.73643  -1.27653  -0.15640  1.24
Li  0.96488  -2.81810  1.57724  0.84
O  -1.00920  -0.06317  -1.38103  -0.09
Li  -1.73368  2.13759  1.33018  0.85
C  -0.25166  0.85718  -0.95396  -0.29
O  0.27159  1.55436  -1.93418  -0.02
C  1.09150  2.69038  -1.67246  -0.01
H  1.74360  2.80897  -2.54281  0.12
H  0.47730  3.59260  -1.56482  0.11
H  1.69603  2.55831  -0.76781  0.09
C  1.05126  0.16489  0.77872  -0.15
C  2.06077  -0.71434  0.24713  0.00
H  1.50523  0.98773  1.33925  0.13
H  3.08996  -0.37535  0.40011  0.07
H  1.90921  -1.02903  -0.79439  0.08

The net charge is +2. Its lowest unoccupied orbital energy (spin up / spin down) is -0.362 / -0.362 hartree.

ORCA calculation (ωB97M-V/def2-TZVPD) on 2 unconnected molecules or ions with the total composition C3H12NOS.

Last column: Löwdin charge in e.
Atoms and positions in Å:
C  -0.07236  0.73737  -0.69725  -0.15
C  0.70152  -0.42730  -0.11293  -0.26
C  1.96734  -0.68798  -0.94549  -0.54
S  3.49213  -0.10941  -0.11166  0.72
N  -1.11468  1.21892  0.30515  0.18
H  -0.61062  0.49194  -1.60564  0.13
H  0.53303  1.61878  -0.93831  0.14
H  0.98713  -0.16190  0.90071  0.10
H  0.07154  -1.31775  -0.12141  0.12
H  2.08426  -1.73095  -1.23643  0.08
H  1.93870  -0.13306  -1.86557  0.06
H  3.82427  -1.29599  0.40877  -0.14
H  -1.62375  0.42736  0.77060  0.11
H  -1.79844  1.84090  -0.11681  0.17
H  -0.61749  1.77835  0.99245  0.17
H  -2.79703  -1.30476  1.83592  0.08
H  -3.95843  -0.41880  1.23660  0.08
O  -3.00711  -0.52572  1.30129  -0.03

The net charge is +1. Its lowest unoccupied orbital energy is -0.122 hartree. As for the relative energy (zero: lowest compared OMol25 entry of this formula, charge and spin): 6.0 kcal/mol.

ORCA calculation (ωB97M-V/def2-TZVPD) on a single C4H10I2Si molecule.

Last column: Löwdin charge in e.
Atoms and positions in Å:
C  0.21351  -0.57596  1.53973  -0.10
C  -1.37263  0.11440  -1.03393  -0.15
C  0.82072  -0.33161  0.16261  -0.32
C  0.01325  0.65175  -0.68803  -0.59
Si  1.00068  1.09874  -2.24716  -0.23
I  -0.17910  2.86839  -3.50013  0.38
I  1.24515  -0.88897  -3.68588  0.40
H  -0.74461  -1.08280  1.46204  0.07
H  0.06700  0.36534  2.06647  0.08
H  0.87744  -1.20037  2.13300  0.07
H  -1.29995  -0.85087  -1.53403  0.06
H  -1.97317  -0.01465  -0.13649  0.07
H  -1.90914  0.80069  -1.68849  0.04
H  1.83435  0.05942  0.29725  0.10
H  0.90423  -1.28658  -0.36388  0.09
H  -0.11358  1.57389  -0.10817  0.11
H  2.34033  1.59265  -1.98832  -0.08

The structure (SMILES) is CC[C@H](C)[SiH](I)I. Its lowest unoccupied orbital energy is 0.011 hartree. As for the relative energy (zero: lowest compared OMol25 entry of this formula, charge and spin): 5.3 kcal/mol.

ORCA calculation (ωB97M-V/def2-TZVPD) on a molecular structure, C3H7N3O2 in a non-equilibrium geometry.

Last column: Löwdin charge in e.
Atoms and positions in Å:
C  -0.85751  2.02735  -0.01036  -0.06
C  -0.95736  0.55719  0.09326  -0.52
C  1.99226  -0.53454  -0.16149  -0.35
H  -1.64057  2.77317  0.77066  0.15
H  0.43598  2.27569  0.19044  0.17
H  -1.19086  2.12122  -1.18608  0.11
H  0.37559  -1.63514  0.18668  0.11
H  2.39742  -1.71598  -0.04054  0.18
H  -1.07275  -1.74143  0.76380  0.20
H  -2.62937  -1.81692  -0.40346  0.10
N  0.91210  -0.82027  0.60007  0.00
N  -1.76722  -0.22943  -0.54185  -0.04
N  -1.65399  -1.49516  -0.35221  -0.05
O  0.01292  0.18732  0.92704  -0.07
O  2.46509  0.46935  -0.64605  0.07

Its lowest unoccupied orbital energy is 0.023 hartree. As for the relative energy (zero: lowest compared OMol25 entry of this formula, charge and spin): 193.3 kcal/mol.

ORCA calculation (ωB97M-V/def2-TZVPD) on a molecular structure, C19H15MnN4S.

Last column: Löwdin charge in e.
Atoms and positions in Å:
Mn  0.00576  0.19276  0.29544  0.72
S  4.10224  -0.24786  1.74775  1.05
C  4.27830  -0.33074  0.05255  -0.41
C  3.07409  -0.33048  -0.59484  -0.21
C  1.95272  -0.27442  0.28941  -0.27
C  2.38962  -0.23338  1.58285  -0.56
C  1.43996  -0.15921  2.69251  -0.26
C  1.75806  -0.22003  4.04450  0.00
C  0.74172  -0.17548  4.98011  -0.03
C  -0.58080  -0.07675  4.56090  -0.05
C  -0.82344  -0.01063  3.20652  -0.10
N  0.15377  -0.03947  2.29731  0.01
H  5.26490  -0.38239  -0.38429  0.07
H  3.00260  -0.39382  -1.67365  0.10
H  2.79184  -0.30997  4.35232  0.11
H  0.97581  -0.22399  6.03631  0.12
H  -1.40279  -0.05194  5.26134  0.11
H  -1.83306  0.07053  2.81919  0.11
N  -2.34783  2.37556  -0.29893  0.14
C  -2.78302  1.06889  -0.24635  -0.28
C  -4.14403  0.80521  0.00006  0.01
C  -4.56221  -0.49780  0.06461  -0.03
C  -3.64775  -1.54442  -0.13984  -0.04
C  -2.36295  -1.19248  -0.41977  -0.11
N  -1.91827  0.08427  -0.46081  0.02
C  -1.06716  2.92695  -0.20000  -0.25
C  -0.98212  4.32057  -0.23359  0.00
C  0.25278  4.91542  -0.16234  -0.03
C  1.39218  4.12104  -0.06486  -0.03
C  1.22872  2.76186  -0.02724  -0.07
N  0.01549  2.15705  -0.08731  0.04
H  -3.08558  3.05929  -0.28967  0.14
H  -4.83428  1.62329  0.16076  0.12
H  -5.60053  -0.71607  0.28171  0.12
H  -3.94054  -2.58234  -0.09321  0.12
H  -1.61140  -1.94467  -0.62625  0.12
H  -1.88317  4.91409  -0.32087  0.12
H  0.33338  5.99469  -0.18625  0.12
H  2.38349  4.54703  -0.01750  0.12
H  2.06929  2.08964  0.05165  0.10

As for the expectation value of S²: 0.8252. Its spin multiplicity is 2. The net charge is +1. Its lowest unoccupied orbital energy (spin up / spin down) is -0.113 / -0.110 hartree.

ORCA calculation (ωB97M-V/def2-TZVPD) on a gas-phase ion, C6H7OS (charge -1) in a non-equilibrium geometry.

Last column: Löwdin charge in e.
Atoms and positions in Å:
C  0.47193  1.14983  0.60960  -0.23
C  1.06877  0.34863  -0.30109  -0.13
C  -2.89498  -0.28488  0.14574  -0.80
C  -1.77369  0.05603  0.47383  -0.39
C  2.63667  0.51250  -0.65954  -0.10
C  -1.42442  -1.35154  0.21569  -0.09
O  -0.83319  1.07499  0.98513  -0.07
S  -4.47752  -0.26947  -0.29160  0.33
H  0.98003  1.84490  1.30343  0.11
H  2.99720  -0.46485  -0.12949  0.09
H  2.64968  0.45738  -1.73082  0.04
H  3.08968  1.29789  -0.20776  0.00
H  0.26424  -0.47549  -0.64358  0.10
H  -1.33826  -2.04550  1.05309  0.04
H  -1.41613  -1.85041  -0.82264  0.08

The structure (SMILES) is C/C=C/OC1=C([S-])C1. The net charge is -1. Its lowest unoccupied orbital energy is 0.132 hartree. As for the relative energy (zero: lowest compared OMol25 entry of this formula, charge and spin): 83.0 kcal/mol.